#A
Formula: C7H12
Source: OMol25
Level of theory: ωB97M-V/def2-TZVPD

SMILES: C[C@@H]1[C@H]2C[C@@H]3[C@H]2[C@H]13.[H][H]
HOMO energy: -9.47 eV
spin multiplicity: 1

Each atom is followed by the atoms it is bonded to, with distances in Å.
Atoms and positions in Å:
1 C 1.80 -0.33 -0.80  C2 1.549, H8 1.096, H9 1.098, H10 1.101
2 C 0.47 0.43 -0.57  C1 1.549, C3 1.537, C7 1.555, H11 1.099
3 C 0.34 0.64 0.95  C2 1.537, C4 1.547, C6 1.575, H12 1.089
4 C -0.93 1.51 1.14  C3 1.547, C5 1.505, H13 1.097, H14 1.089
5 C -1.68 0.26 0.78  C4 1.505, C6 1.487, C7 1.540, H15 1.088
6 C -0.54 -0.66 1.02  C3 1.575, C5 1.487, C7 1.507, H16 1.083
7 C -0.89 -0.32 -0.40  C2 1.555, C5 1.540, C6 1.507, H17 1.079
8 H 2.04 -0.58 -1.83  C1 1.096
9 H 1.89 -1.24 -0.20  C1 1.098
10 H 2.60 0.34 -0.45  C1 1.101
11 H 0.48 1.32 -1.21  C2 1.099
12 H 1.24 0.82 1.54  C3 1.089
13 H -1.06 2.32 0.42  C4 1.097
14 H -1.06 1.88 2.16  C4 1.089
15 H -2.73 0.01 0.95  C5 1.088
16 H -0.44 -1.62 1.52  C6 1.083
17 H -1.48 -0.82 -1.16  C7 1.079
18 H 0.28 -1.82 -2.04  H19 0.735
19 H -0.32 -2.16 -1.80  H18 0.735

Atom-resolved charges from Löwdin, all expressed in e:
1 C -0.103
2 C -0.286
3 C -0.201
4 C -0.102
5 C -0.189
6 C -0.118
7 C -0.194
8 H 0.057
9 H 0.082
10 H 0.077
11 H 0.132
12 H 0.136
13 H 0.111
14 H 0.108
15 H 0.134
16 H 0.132
17 H 0.088
18 H 0.063
19 H 0.076



#B
Formula: C7H12
Source: OMol25
Level of theory: ωB97M-V/def2-TZVPD

HOMO energy: -8.01 eV
spin multiplicity: 1

Each atom is followed by the atoms it is bonded to, with distances in Å.
Atoms and positions in Å:
1 C -2.74 -0.74 -0.07  H8 1.095, H9 1.093, H10 1.092, H11 1.097
2 C -0.74 1.47 0.11  C3 1.503, C7 1.454
3 C 0.20 0.72 1.02  C2 1.503, C4 1.544, H12 1.095, H13 1.103
4 C 1.49 0.39 0.25  C3 1.544, C5 1.528, C6 1.497, H14 1.099
5 C 2.00 -1.04 0.37  C4 1.528, H15 1.097, H16 1.095, H17 1.095
6 C 1.09 0.76 -1.15  C4 1.497, C7 1.352, H18 1.090
7 C -0.16 1.26 -1.21  C2 1.454, C6 1.352, H19 1.088
8 H -1.93 -1.31 -0.53  C1 1.095
9 H -2.97 -1.15 0.92  C1 1.093
10 H -3.62 -0.77 -0.70  C1 1.092
11 H -2.43 0.31 0.06  C1 1.097
12 H 0.36 1.26 1.96  C3 1.095
13 H -0.32 -0.21 1.30  C3 1.103
14 H 2.28 1.08 0.58  C4 1.099
15 H 1.23 -1.75 0.03  C5 1.097
16 H 2.24 -1.28 1.41  C5 1.095
17 H 2.90 -1.21 -0.23  C5 1.095
18 H 1.77 0.63 -1.99  C6 1.090
19 H -0.65 1.56 -2.13  C7 1.088

Atom-resolved charges from Löwdin, all expressed in e:
1 C -0.052
2 C 0.015
3 C -0.217
4 C -0.376
5 C -0.070
6 C -0.022
7 C -0.140
8 H 0.023
9 H 0.027
10 H 0.023
11 H -0.031
12 H 0.109
13 H 0.118
14 H 0.146
15 H 0.082
16 H 0.080
17 H 0.076
18 H 0.117
19 H 0.092



#C
Formula: C7H12
Source: OMol25
Level of theory: ωB97M-V/def2-TZVPD

SMILES: C=C/C=C(/C)CC
HOMO energy: -8.31 eV
spin multiplicity: 1

Each atom is followed by the atoms it is bonded to, with distances in Å.
Atoms and positions in Å:
1 C -0.48 2.67 -1.56  C2 1.332, H8 1.080, H9 1.079
2 C -0.20 1.73 -0.67  C1 1.332, C3 1.449, H10 1.089
3 C -0.94 0.50 -0.47  C2 1.449, C4 1.336, H11 1.087
4 C -0.54 -0.48 0.34  C3 1.336, C5 1.524, C6 1.497
5 C -1.40 -1.72 0.47  C4 1.524, H12 1.097, H13 1.084, H14 1.089
6 C 0.72 -0.45 1.15  C4 1.497, C7 1.534, H15 1.093, H16 1.090
7 C 1.92 -0.87 0.28  C6 1.534, H17 1.092, H18 1.091, H19 1.092
8 H 0.19 3.51 -1.60  C1 1.080
9 H -1.16 2.49 -2.38  C1 1.079
10 H 0.63 1.94 0.01  C2 1.089
11 H -1.92 0.31 -0.91  C3 1.087
12 H -2.44 -1.42 0.66  C5 1.097
13 H -1.12 -2.35 1.31  C5 1.084
14 H -1.40 -2.29 -0.46  C5 1.089
15 H 0.64 -1.12 2.01  C6 1.093
16 H 0.89 0.51 1.63  C6 1.090
17 H 1.99 -0.20 -0.58  C7 1.092
18 H 1.76 -1.90 -0.06  C7 1.091
19 H 2.86 -0.86 0.83  C7 1.092

Atom-resolved charges from Löwdin, all expressed in e:
1 C 0.000
2 C -0.191
3 C -0.095
4 C -0.304
5 C -0.055
6 C -0.235
7 C -0.086
8 H 0.047
9 H 0.055
10 H 0.098
11 H 0.117
12 H 0.080
13 H 0.067
14 H 0.080
15 H 0.103
16 H 0.102
17 H 0.072
18 H 0.076
19 H 0.070



#D
Formula: C7H12
Source: OMol25
Level of theory: ωB97M-V/def2-TZVPD

SMILES: C=CC[C@@H](C)C=C
HOMO energy: -9.01 eV
spin multiplicity: 1

Each atom is followed by the atoms it is bonded to, with distances in Å.
Atoms and positions in Å:
1 C -1.68 -0.63 1.01  C2 1.328, H8 1.084, H9 1.086
2 C -1.75 0.02 -0.14  C1 1.328, C3 1.505, H10 1.086
3 C -0.76 1.02 -0.66  C2 1.505, C4 1.566, H11 1.094, H12 1.098
4 C 0.76 0.68 -0.57  C3 1.566, C5 1.533, C6 1.509, H13 1.100
5 C 1.42 1.04 0.77  C4 1.533, H14 1.096, H15 1.097, H16 1.094
6 C 0.87 -0.77 -0.99  C4 1.509, C7 1.329, H17 1.090
7 C 0.79 -1.82 -0.18  C6 1.329, H18 1.085, H19 1.086
8 H -2.44 -1.35 1.31  C1 1.084
9 H -0.87 -0.48 1.71  C1 1.086
10 H -2.61 -0.15 -0.78  C2 1.086
11 H -1.03 1.89 -0.05  C3 1.094
12 H -0.99 1.28 -1.70  C3 1.098
13 H 1.27 1.29 -1.33  C4 1.100
14 H 2.48 0.79 0.76  C5 1.096
15 H 1.33 2.12 0.94  C5 1.097
16 H 0.96 0.53 1.62  C5 1.094
17 H 0.80 -0.94 -2.07  C6 1.090
18 H 0.62 -2.82 -0.55  C7 1.085
19 H 0.83 -1.71 0.90  C7 1.086

Atom-resolved charges from Löwdin, all expressed in e:
1 C -0.014
2 C -0.188
3 C -0.170
4 C -0.368
5 C -0.074
6 C -0.169
7 C -0.006
8 H 0.058
9 H 0.046
10 H 0.096
11 H 0.115
12 H 0.109
13 H 0.127
14 H 0.082
15 H 0.079
16 H 0.058
17 H 0.105
18 H 0.060
19 H 0.053



Most stable of them? #C.